[1]
7 unconnected molecules or ions with the total composition C33H60BF9O11S, computed with ωB97M-V/def2-TZVPD.

ORCA input file:
```
! wB97M-V def2-TZVPD RIJCOSX def2/J DEFGRID3
* xyz 0 1
C -2.639 -2.813 -5.476
C -1.318 -3.371 -4.907
C -1.545 -4.367 -3.741
C -1.787 -3.505 -2.488
O -0.520 -3.043 -2.060
C -0.540 -2.231 -0.906
C 0.617 -1.227 -1.181
C 1.335 -0.603 0.027
C 2.057 0.679 -0.455
C 1.135 1.932 -0.413
C 1.132 2.708 -1.739
C 0.086 3.808 -1.654
F -1.104 3.335 -1.301
F 0.462 4.588 -0.599
C 0.048 4.801 -2.864
F 1.189 5.442 -2.898
F -0.864 5.739 -2.680
S -0.233 4.050 -4.565
F 1.236 3.481 -4.605
F 0.301 5.403 -5.219
F -1.700 4.649 -4.626
F -0.828 2.725 -3.992
F -0.440 3.485 -6.022
O 0.059 -0.375 -2.175
C -1.230 -0.134 -1.813
O -1.923 0.698 -2.230
C -1.666 -1.192 -0.760
C -1.973 -0.664 0.667
B -3.391 0.057 0.788
O -4.214 0.371 -0.277
O -3.813 0.391 2.067
H -2.981 -1.953 -4.892
H -2.512 -2.440 -6.492
H -3.430 -3.566 -5.427
H -0.747 -2.519 -4.533
H -0.770 -3.880 -5.703
H -0.587 -4.869 -3.587
H -2.383 -5.043 -3.945
H -2.444 -2.690 -2.820
H -2.349 -4.046 -1.712
H -0.424 -2.782 0.036
H 1.377 -1.897 -1.588
H 2.131 -1.277 0.331
H 0.700 -0.401 0.886
H 2.319 0.531 -1.508
H 2.959 0.848 0.129
H 0.129 1.654 -0.099
H 1.534 2.582 0.369
H 0.906 1.983 -2.522
H 2.111 3.137 -1.950
H -2.664 -1.459 -1.113
H -1.240 0.069 1.009
H -2.037 -1.538 1.324
H -4.899 -0.296 -0.415
H -3.982 1.345 2.111
C -3.637 -8.174 -5.633
C -3.351 -8.130 -4.150
C -3.559 -9.405 -3.370
O -2.971 -7.114 -3.613
H -3.446 -7.194 -6.068
H -2.988 -8.906 -6.116
H -4.682 -8.438 -5.804
H -2.906 -10.189 -3.759
H -4.603 -9.719 -3.445
H -3.319 -9.235 -2.324
C -5.415 -8.060 0.849
C -5.002 -9.350 0.184
C -6.025 -10.460 0.140
O -3.900 -9.488 -0.295
H -4.589 -7.353 0.809
H -6.273 -7.630 0.330
H -5.671 -8.245 1.894
H -6.909 -10.132 -0.409
H -6.307 -10.747 1.154
H -5.598 -11.324 -0.364
C -2.502 5.824 0.136
C -2.606 6.227 1.585
C -2.533 7.703 1.894
O -2.743 5.405 2.464
H -2.574 4.743 0.048
H -3.325 6.276 -0.422
H -1.548 6.144 -0.280
H -3.349 8.230 1.397
H -1.576 8.107 1.558
H -2.620 7.852 2.969
C 3.031 -1.822 4.478
C 3.119 -0.513 3.731
C 3.670 0.676 4.475
O 2.758 -0.420 2.577
H 2.617 -2.587 3.822
H 4.026 -2.135 4.800
H 2.380 -1.713 5.347
H 4.693 0.472 4.796
H 3.046 0.895 5.342
H 3.672 1.539 3.822
C 4.609 5.602 4.785
C 3.393 4.849 4.309
C 2.225 5.667 3.815
O 3.351 3.637 4.321
H 5.366 4.896 5.109
H 5.018 6.204 3.975
H 4.342 6.244 5.626
H 2.530 6.274 2.960
H 1.858 6.314 4.613
H 1.421 5.002 3.504
C 8.900 6.235 6.480
C 8.524 5.860 5.067
C 9.599 5.231 4.214
O 7.410 6.055 4.637
H 8.038 6.675 6.978
H 9.211 5.346 7.032
H 9.712 6.964 6.469
H 9.939 4.300 4.670
H 10.440 5.918 4.107
H 9.195 5.013 3.228
*
```

Summary:
Strongest force on any atom   0.0686 hartree/bohr
Structure (SMILES)   CCCCO[C@H]1[C@H](CCCCC(F)(F)C(F)(F)S(F)(F)(F)(F)F)OC(=O)[C@@H]1CB(O)O.CC(C)=O.CC(C)=O.CC(C)=O.CC(C)=O.CC(C)=O.CC(C)=O
HOMO-LUMO gap   0.360 Ha
Molar mass   846.7 g/mol
E_tot   -93685.520 eV



[2]
2 unconnected molecules or ions with the total composition C33H60ClF7N6O7P3S, computed with ωB97M-V/def2-TZVPD.

ORCA input file:
```
! wB97M-V def2-TZVPD RIJCOSX def2/J DEFGRID3
* xyz 1 1
C 5.911 -0.485 4.856
C 5.872 -0.680 3.302
C 4.753 0.242 2.741
C 4.034 -0.213 1.423
C 4.753 -1.313 0.613
C 2.458 -0.244 1.534
P 1.971 1.636 1.731
O 2.512 2.534 0.497
O 2.380 2.167 3.234
C 1.891 -0.838 2.837
N 1.213 -2.196 2.771
C 2.276 -3.181 2.286
N 3.604 -3.005 2.765
C 0.843 -2.661 4.127
F 1.913 -3.264 4.736
F 0.067 -3.768 4.068
C 0.334 -1.757 5.306
F -0.908 -1.248 5.291
F 0.209 -2.667 6.320
C 1.251 -0.662 5.968
F 0.773 -0.501 7.206
F 1.108 0.537 5.390
F 2.532 -0.985 6.087
C 0.070 -2.191 1.737
C -1.273 -1.704 2.397
C -2.269 -2.664 3.018
O -3.540 -1.990 2.991
C -4.460 -2.727 3.805
C -4.581 -2.063 5.205
C -0.231 -3.573 1.099
C 0.447 -4.009 -0.215
O 0.040 -3.774 -1.318
Cl 1.900 -5.118 -0.161
C 0.280 -1.030 0.683
C -0.747 -1.075 -0.472
C -1.673 0.142 -0.581
C -1.367 1.432 -0.195
C -2.249 2.474 -0.287
C -3.526 2.263 -0.764
C -3.843 0.983 -1.168
C -2.955 -0.070 -1.087
C -3.465 -1.419 -1.572
N 1.698 -0.693 0.361
P 2.047 -0.239 -1.214
O 1.920 -1.641 -2.045
O 0.965 0.807 -1.816
S 3.718 0.508 -1.829
H 5.226 -1.205 5.322
H 6.920 -0.550 5.265
H 5.520 0.504 5.125
H 5.743 -1.746 3.141
H 6.842 -0.320 2.953
H 5.260 1.204 2.599
H 4.066 0.447 3.571
H 4.217 0.673 0.803
H 5.316 -2.057 1.172
H 5.431 -0.880 -0.124
H 4.020 -1.869 0.011
H 3.322 3.041 0.689
H 1.605 2.638 3.564
H 1.086 -0.152 3.163
H 2.588 -0.860 3.672
H 1.955 -4.213 2.460
H 2.356 -2.979 1.212
H 4.322 -3.520 2.295
H 3.834 -2.523 3.610
H -0.968 -0.861 3.036
H -1.890 -1.151 1.675
H -2.429 -3.623 2.506
H -2.122 -2.921 4.074
H -5.444 -2.624 3.338
H -4.218 -3.791 3.878
H -5.629 -2.006 5.507
H -4.129 -1.071 5.209
H -4.064 -2.686 5.946
H -1.280 -3.594 0.797
H -0.123 -4.429 1.771
H -0.068 -0.143 1.235
H -1.484 -1.841 -0.220
H -0.404 -1.377 -1.459
H -0.376 1.645 0.199
H -1.984 3.478 0.030
H -4.245 3.073 -0.818
H -4.851 0.805 -1.534
H -3.191 -1.607 -2.614
H -3.179 -2.244 -0.910
H -4.558 -1.389 -1.524
H 1.848 -1.418 -2.985
H 0.618 0.487 -2.665
O -1.083 1.326 -4.715
P -1.785 2.595 -5.171
N -2.319 2.035 -6.712
C -2.669 2.863 -7.852
C -3.211 0.878 -6.674
N -0.343 3.553 -5.333
C 0.234 3.870 -6.627
C 0.702 3.216 -4.383
N -2.769 4.052 -5.246
C -2.286 5.267 -4.560
C -4.121 3.777 -4.692
H -3.635 3.372 -7.734
H -2.738 2.240 -8.747
H -1.920 3.615 -8.077
H -4.258 1.173 -6.520
H -2.938 0.193 -5.872
H -3.151 0.313 -7.607
H 0.406 2.975 -7.238
H 1.188 4.385 -6.505
H -0.396 4.576 -7.173
H 1.274 2.335 -4.703
H 0.267 3.004 -3.406
H 1.399 4.047 -4.251
H -1.997 5.072 -3.525
H -3.073 6.026 -4.559
H -1.447 5.714 -5.083
H -4.081 3.562 -3.620
H -4.580 2.919 -5.188
H -4.783 4.627 -4.854
*
```

Summary:
Strongest force on any atom   0.1375 hartree/bohr
HOMO-LUMO gap   0.275 Ha
Molar mass   946.3 g/mol
E_tot   -128704.996 eV



[3]
A molecular structure, C33H60N2O9RuSSi4, computed with ωB97M-V/def2-TZVPD.

ORCA input file:
```
! wB97M-V def2-TZVPD RIJCOSX def2/J DEFGRID3
* xyz 1 6
Ru -1.502 1.060 0.111
O -2.974 -2.652 1.466
C -2.053 -1.670 1.178
O -2.390 -0.810 0.225
C -1.699 -0.956 2.484
C -1.677 -1.525 3.753
C -1.170 -0.774 4.796
C -0.652 0.500 4.548
C -0.717 0.982 3.258
N -1.275 0.276 2.276
C -0.113 2.241 2.727
O 0.450 3.110 3.543
O -0.113 2.449 1.531
H -3.205 -3.091 0.636
H -2.040 -2.533 3.895
H -1.144 -1.181 5.798
H -0.204 1.065 5.354
H 0.361 2.856 4.471
C -2.875 3.810 2.267
Si -3.975 3.315 0.822
C -4.716 4.897 0.133
C -5.351 2.303 1.583
C -3.058 2.358 -0.534
Si -4.275 1.298 -1.586
C -5.629 2.364 -2.338
C -3.317 0.455 -2.965
C -5.200 -0.040 -0.651
Si -1.999 3.507 -1.600
C -2.853 4.373 -3.020
C -1.057 4.792 -0.619
C -0.635 2.423 -2.387
C -0.027 2.732 -3.596
C 0.970 1.916 -4.105
C 1.338 0.788 -3.392
C 0.702 0.519 -2.197
N -0.250 1.321 -1.702
H -3.420 4.546 2.864
H -1.922 4.252 1.983
H -2.694 2.947 2.916
H -5.327 5.358 0.914
H -5.360 4.718 -0.729
H -3.958 5.627 -0.155
H -5.712 2.835 2.468
H -5.007 1.318 1.903
H -6.202 2.163 0.918
H -5.297 3.206 -2.937
H -6.305 2.734 -1.565
H -6.217 1.704 -2.983
H -2.785 1.142 -3.624
H -4.024 -0.107 -3.580
H -2.598 -0.264 -2.560
H -6.197 0.296 -0.367
H -4.681 -0.397 0.234
H -5.321 -0.893 -1.324
H -3.700 4.966 -2.675
H -3.204 3.688 -3.791
H -2.140 5.064 -3.476
H -1.719 5.521 -0.149
H -0.399 5.338 -1.300
H -0.436 4.342 0.156
H -0.343 3.613 -4.138
H 1.449 2.153 -5.046
H 2.108 0.119 -3.748
H 0.967 -0.356 -1.619
C 4.009 0.800 -0.506
C 4.935 -0.253 0.089
C 5.765 -0.922 -0.996
C 5.821 0.349 1.167
O 4.153 -1.272 0.756
Si 2.859 -2.138 0.319
S 1.239 -0.871 1.016
O 2.604 -2.283 -1.271
C 2.394 -3.444 -2.122
C 1.132 -4.169 -1.680
C 2.224 -2.888 -3.527
C 3.616 -4.347 -2.040
O 2.839 -3.588 1.015
C 3.239 -4.075 2.318
C 2.526 -5.406 2.492
C 4.750 -4.257 2.307
C 2.812 -3.089 3.397
H 4.598 1.584 -0.983
H 3.391 1.256 0.270
H 3.354 0.356 -1.259
H 6.431 -0.197 -1.465
H 5.116 -1.344 -1.763
H 6.371 -1.723 -0.568
H 6.462 1.123 0.743
H 6.453 -0.421 1.610
H 5.211 0.794 1.954
H 0.279 -3.488 -1.695
H 1.244 -4.563 -0.671
H 0.928 -4.999 -2.357
H 1.333 -2.259 -3.576
H 2.104 -3.700 -4.243
H 3.099 -2.300 -3.813
H 3.743 -4.729 -1.027
H 4.515 -3.802 -2.329
H 3.497 -5.194 -2.716
H 2.810 -6.092 1.694
H 1.445 -5.262 2.457
H 2.790 -5.857 3.448
H 5.041 -4.938 1.507
H 5.089 -4.675 3.256
H 5.246 -3.298 2.150
H 1.732 -2.934 3.366
H 3.312 -2.127 3.264
H 3.081 -3.479 4.380
O -0.844 -2.431 0.810
O 0.015 -1.565 0.074
*
```

Summary:
Strongest force on any atom   0.0102 hartree/bohr
Energy relative to the best compared isomer or geometry (same formula, charge and spin)   0.000 eV
HOMO-LUMO gap (spin up / spin down)   0.256 / 0.278 Ha
Molar mass   874.3 g/mol
E_tot   -101529.724 eV



[4]
A molecular structure, C33H60N5O2PPtSSb, computed with ωB97M-V/def2-TZVPD.

ORCA input file:
```
! wB97M-V def2-TZVPD RIJCOSX def2/J DEFGRID3
* xyz 1 3
Pt -0.538 -0.092 -0.128
C -4.705 -1.233 4.546
C -3.253 -1.709 4.544
N -2.745 -2.079 3.198
C -2.670 -3.523 2.906
C -3.993 -4.134 2.452
C -2.482 -1.100 2.311
S -2.231 -1.536 0.624
N -2.560 0.133 2.786
C -2.014 1.225 2.274
O -1.126 1.297 1.369
C -2.458 2.524 2.865
C -3.293 2.557 3.977
C -3.690 3.775 4.515
C -3.252 4.962 3.943
C -2.416 4.933 2.834
C -2.019 3.716 2.297
H -5.029 -1.028 5.571
H -5.366 -1.996 4.126
H -4.814 -0.322 3.955
H -3.158 -2.602 5.161
H -2.604 -0.946 4.962
H -2.331 -4.007 3.820
H -1.911 -3.681 2.152
H -4.746 -4.094 3.244
H -3.841 -5.185 2.187
H -4.381 -3.610 1.573
H -3.621 1.624 4.421
H -4.340 3.796 5.384
H -3.563 5.913 4.364
H -2.071 5.858 2.390
H -1.369 3.678 1.432
O 1.682 -0.335 -0.420
P 2.841 -1.238 -0.061
N 3.980 -1.358 -1.245
C 4.837 -0.191 -1.635
C 4.941 -0.285 -3.161
C 4.698 -1.770 -3.446
C 3.576 -2.101 -2.476
N 3.632 -0.792 1.291
C 2.924 -0.934 2.582
C 4.046 -0.709 3.584
C 4.836 0.432 2.933
C 4.808 0.109 1.433
N 2.321 -2.774 0.166
C 0.935 -3.145 0.522
C 0.988 -4.665 0.527
C 2.374 -4.964 1.114
C 3.273 -3.837 0.578
H 5.819 -0.287 -1.180
H 4.408 0.761 -1.320
H 5.904 0.075 -3.518
H 4.159 0.312 -3.636
H 5.588 -2.352 -3.196
H 4.425 -1.977 -4.481
H 3.467 -3.167 -2.276
H 2.625 -1.732 -2.876
H 2.460 -1.917 2.668
H 2.145 -0.175 2.705
H 4.663 -1.609 3.654
H 3.673 -0.462 4.577
H 5.856 0.521 3.304
H 4.325 1.378 3.119
H 5.713 -0.412 1.122
H 4.716 1.018 0.841
H 0.228 -2.753 -0.193
H 0.645 -2.768 1.508
H 0.918 -5.043 -0.500
H 0.174 -5.101 1.109
H 2.749 -5.944 0.818
H 2.334 -4.939 2.206
H 3.864 -4.166 -0.281
H 3.976 -3.472 1.333
C -3.378 0.279 -3.143
C -2.069 0.665 -3.847
C -2.044 0.237 -5.318
Sb -0.393 -0.061 -2.718
C 1.197 1.277 -3.273
C 0.930 2.594 -2.542
C 1.344 1.462 -4.784
C 0.000 -2.074 -3.369
C -1.249 -2.905 -3.067
C 0.463 -2.197 -4.821
H -4.221 0.804 -3.607
H -3.374 0.531 -2.080
H -3.572 -0.796 -3.231
H -1.938 1.749 -3.777
H -2.340 -0.812 -5.425
H -1.069 0.367 -5.794
H -2.767 0.837 -5.881
H 2.085 0.813 -2.849
H 0.001 3.065 -2.878
H 1.744 3.299 -2.743
H 0.869 2.454 -1.461
H 0.459 1.940 -5.216
H 1.512 0.520 -5.311
H 2.197 2.116 -4.995
H 0.810 -2.381 -2.705
H -2.061 -2.667 -3.763
H -1.620 -2.756 -2.051
H -1.022 -3.970 -3.185
H -0.319 -1.894 -5.522
H 0.710 -3.244 -5.040
H 1.355 -1.600 -5.028
*
```

Summary:
Strongest force on any atom   0.0110 hartree/bohr
Energy relative to the best compared isomer or geometry (same formula, charge and spin)   0.000 eV
HOMO-LUMO gap (spin up / spin down)   0.288 / 0.256 Ha
Molar mass   938.8 g/mol
E_tot   -76645.519 eV